1.
Molecular formula: C20H35N3O
Method: DFT, ωB97M-V with the def2-TZVPD basis set

Calculated values
DFT total energy = -27821.8417 eV
Total charge = 0
Maximum force = 0.043 Eh/bohr
Multiplicity = 1
Molar mass = 333.52 g mol⁻¹
Kohn-Sham gap = 0.1697 Ha
HOMO = -0.1731 Ha

CARTESIAN COORDINATES (ANGSTROEM)
C -2.29830 -1.67171 -1.19427
C -1.04957 -1.42434 -1.98795
C -0.61563 -2.64089 -2.75667
N 0.07796 -1.13903 -1.08513
N 0.95303 -2.11628 -0.94253
N 1.89446 -1.63912 -0.10683
C 2.73544 -2.71935 0.49094
C 3.35080 -3.53913 -0.63168
C 1.84619 -3.57653 1.37179
C 1.62823 -0.34016 0.25878
C 2.73435 0.45769 0.96813
C 2.49074 1.95947 0.83249
C 4.12425 0.17352 0.36723
C 2.70769 0.04600 2.44005
C 0.39169 -0.03770 -0.31976
C -0.37024 1.24436 -0.60166
H -3.14144 -1.87800 -1.86120
H -2.15900 -2.53436 -0.53504
H -2.57815 -0.81383 -0.57557
H -1.17465 -0.56798 -2.66088
H -1.39270 -2.90912 -3.47225
H 0.30235 -2.45609 -3.31159
H -0.44641 -3.49005 -2.08946
H 3.51774 -2.24941 1.08624
H 3.82557 -4.43757 -0.21101
H 2.58292 -3.86154 -1.35019
H 4.12875 -2.97974 -1.16535
H 2.40987 -4.43519 1.75742
H 1.47253 -2.99243 2.22094
H 0.99199 -3.95150 0.78788
H 1.53969 2.24740 1.29906
H 3.31103 2.49747 1.32506
H 2.47622 2.23835 -0.22899
H 4.41670 -0.87923 0.39786
H 4.18376 0.50965 -0.67339
H 4.86900 0.72928 0.94932
H 2.93491 -1.01885 2.56508
H 3.45271 0.62204 2.99899
H 1.71785 0.24916 2.86269
H 0.36994 1.97798 -0.96084
H -0.93303 1.03541 -1.50922
C -3.10205 3.94356 0.00303
C -4.43391 3.22019 -0.19424
C -4.65546 2.19969 0.90542
C -3.67642 0.99722 0.78306
O -4.17605 -0.11264 0.47908
C -2.27274 1.12059 1.00764
C -1.29955 1.99971 0.32807
C -1.89722 3.18247 -0.53111
H -3.14872 4.87760 -0.56531
H -2.96542 4.20219 1.06406
H -5.24003 3.96050 -0.15162
H -4.48722 2.73225 -1.17572
H -4.54041 2.67125 1.88919
H -5.66787 1.79349 0.82469
H -1.82105 0.31608 1.59571
H -0.74143 2.46699 1.17065
H -2.08006 2.83845 -1.56752
H -1.07362 3.90175 -0.61358

Atoms 1-3, force components in eV/Å:
-0.452 0.176 0.328
-0.040 -0.274 -0.326
-0.282 -0.582 -0.910

Results of the natural (NBO) charge analysis, in e, for atoms 1 through 6: -0.642 -0.052 -0.611 -0.078 -0.027 -0.142

2.
Molecular formula: C6H14
Method: DFT, ωB97M-V with the def2-TZVPD basis set

Calculated values
DFT total energy = -6444.2518 eV
Total charge = 0
Maximum force = 0.101 Eh/bohr
Multiplicity = 1
Molar mass = 86.18 g mol⁻¹
Kohn-Sham gap = 0.2862 Ha
HOMO = -0.2583 Ha

CARTESIAN COORDINATES (ANGSTROEM)
C -2.43101 -0.13293 0.87307
C -1.35534 0.86112 0.37304
C -0.18131 0.19477 -0.28940
C 0.88667 -0.17231 0.55653
C 1.57339 -1.46768 0.53906
C 2.64883 -0.60647 -0.13694
H -3.32472 0.37289 1.25225
H -2.75578 -0.75061 0.02242
H -2.05398 -0.82861 1.61949
H -1.06385 1.47501 1.24793
H -1.90962 1.50111 -0.31679
H -1.95588 2.08246 -3.10497
H -0.00112 0.51082 -1.29797
H 1.14900 0.47920 1.40644
H 1.04512 -2.16792 -0.08871
H -1.29944 1.74338 -3.14353
H 1.91929 -1.88721 1.47000
H 2.43991 -0.09796 -1.07560
H 3.13549 0.14030 0.50852
H 3.53437 -1.24936 -0.41483

Atoms 1-3, force components in eV/Å:
0.145 -0.413 -0.703
-0.484 0.770 0.489
1.193 0.932 1.967

Results of the natural (NBO) charge analysis, in e, for atoms 1 through 6: -0.593 -0.427 -0.362 -0.040 -0.462 -0.629

3.
Molecular formula: C10H13NO2S
Method: DFT, ωB97M-V with the def2-TZVPD basis set

Calculated values
DFT total energy = -26991.7716 eV
Total charge = 0
Maximum force = 0.094 Eh/bohr
Multiplicity = 3
Molar mass = 211.29 g mol⁻¹
Kohn-Sham gap (spin up / spin down) = 0.1873 / 0.2732 Ha
HOMO (spin up / spin down) = -0.1940 / -0.3171 Ha
Expectation value of S² = 2.040

CARTESIAN COORDINATES (ANGSTROEM)
C -3.25002 -3.54106 -1.40981
C -2.29924 -2.83945 -2.14962
C -3.35880 -3.22642 -0.07399
C -1.37426 -2.02847 -1.49993
C -2.44324 -2.51172 0.67371
C 2.31559 3.13372 0.74077
C 2.66063 1.72625 1.42767
C 1.14463 2.64178 -0.17071
C 1.30948 1.15995 1.84693
C 0.56212 1.44326 0.46869
N -1.45753 -1.84710 -0.14860
O -0.37985 -1.18040 0.41764
O 1.06967 -0.04685 -1.85588
S 1.11950 -0.24864 -0.43175
H -4.14476 -3.96846 -1.83689
H -2.17797 -2.79913 -3.28680
H -4.09183 -3.66079 0.62192
H -0.76028 -1.36488 -2.16325
H 2.15369 3.81831 1.59954
H 3.24506 3.46749 0.28794
H 3.19557 1.20871 0.62055
H 3.30586 1.74544 2.32210
H 0.37557 3.26465 -0.33158
H 1.56486 2.38504 -1.12547
H 1.36233 0.21114 2.41580
H 0.84179 1.76394 2.55259
H -0.48854 1.29368 0.48844

Atoms 1-3, force components in eV/Å:
-1.406 0.168 -0.670
2.236 1.399 -1.391
0.377 -0.360 4.134

Results of the natural (NBO) charge analysis, in e, for atoms 1 through 6: -0.337 -0.234 -0.325 -0.084 0.279 -0.400

4.
Molecular formula: C4H9INO
Method: DFT, ωB97M-V with the def2-TZVPD basis set

Calculated values
DFT total energy = -15918.4407 eV
Total charge = +1
Maximum force = 0.112 Eh/bohr
Multiplicity = 1
Molar mass = 214.03 g mol⁻¹
Kohn-Sham gap (spin up / spin down) = 0.2372 / 0.2369 Ha
HOMO (spin up / spin down) = -0.4792 / -0.4791 Ha

CARTESIAN COORDINATES (ANGSTROEM)
C -0.08092 1.60694 0.80150
C -1.41288 1.22709 -1.43549
C 1.28173 -3.40216 0.98727
C -0.09393 0.97265 -0.67857
N 0.34841 -0.32012 -0.69458
O 0.87045 -1.04452 0.15164
I 1.24210 -2.22207 2.55832
H -0.43284 0.87072 1.59020
H 0.93910 2.00155 1.09137
H -0.77881 2.38680 0.72269
H -1.23198 2.06027 -2.25717
H -2.19464 1.39697 -0.71124
H -1.65739 0.41119 -2.07153
H 0.26369 -3.93242 0.51046
H 2.23254 -3.71942 0.54056
H 0.70538 1.70654 -1.10542

Atoms 1-3, force components in eV/Å:
0.982 -1.717 0.141
1.472 1.304 -1.904
-2.584 -1.286 -1.211

Results of the natural (NBO) charge analysis, in e, for atoms 1 through 6: -0.629 -0.608 -0.379 -0.190 0.210 -0.324

5.
Molecular formula: C5H7NO
Method: DFT, ωB97M-V with the def2-TZVPD basis set

Calculated values
DFT total energy = -8835.1333 eV
Total charge = 0
Maximum force = 0.051 Eh/bohr
Multiplicity = 1
Molar mass = 97.12 g mol⁻¹
Kohn-Sham gap = 0.3388 Ha
HOMO = -0.3145 Ha

CARTESIAN COORDINATES (ANGSTROEM)
O 2.29560 -0.08278 -0.24085
C 1.12089 0.06099 0.02552
C 0.41908 1.30394 0.05779
C -0.92266 1.22901 0.01029
N -1.69860 0.13648 -0.00374
C -1.12724 -1.13205 -0.20523
C 0.28166 -1.18143 0.31563
H 0.80133 2.23007 0.35531
H -1.54450 2.15952 0.03361
H -2.63245 0.18206 -0.22898
H -1.11859 -1.35806 -1.23845
H -1.65980 -1.92116 0.24434
H 0.17735 -1.10385 1.41214
H 0.87158 -2.16452 0.15100

Atoms 1-3, force components in eV/Å:
0.541 0.293 0.267
0.809 -1.418 -0.920
-1.438 -0.720 0.282

Results of the natural (NBO) charge analysis, in e, for atoms 1 through 6: -0.559 0.536 -0.467 0.108 -0.567 -0.219

6.
Molecular formula: C5H16N2O
Method: DFT, ωB97M-V with the def2-TZVPD basis set

Calculated values
DFT total energy = -10454.3322 eV
Total charge = +2
Maximum force = 0.087 Eh/bohr
Multiplicity = 1
Molar mass = 120.20 g mol⁻¹
Kohn-Sham gap = 0.4243 Ha
HOMO = -0.6686 Ha

CARTESIAN COORDINATES (ANGSTROEM)
C 2.12763 -2.52090 0.61782
C 0.87631 -1.84668 0.03974
C 1.00909 -0.44865 0.51604
C -0.23101 0.46856 0.30592
C -0.22077 1.68493 -0.24882
N -1.46811 2.28002 -0.63759
N 0.99278 -2.15514 -1.41075
H 2.45489 -2.37820 1.57764
H 2.15085 -3.57092 0.55173
H 3.06002 -2.23121 0.09375
H -0.11853 -2.26464 0.29417
H 2.05575 0.03636 0.27397
H 1.04926 -0.38806 1.63073
H -1.11587 -0.24966 0.56780
H 0.64994 2.34496 -0.44288
H -2.15911 2.24541 0.02614
H -1.61129 2.09508 -1.60040
H -1.31961 3.28988 -0.60566
H 0.27325 -1.66146 -1.94867
H 0.91185 -3.24744 -1.50758
H 1.80781 -1.90621 -1.92280
H -3.74620 4.19520 1.02030
H -3.93546 2.96088 1.80297
O -3.49344 3.26790 1.00643

Atoms 1-3, force components in eV/Å:
0.686 -0.664 -2.116
1.486 -0.972 1.699
0.850 4.316 0.804

Results of the natural (NBO) charge analysis, in e, for atoms 1 through 6: -0.652 -0.066 -0.487 -0.147 -0.095 -0.677